(a)
Computed, not measured: a cluster of 2 separate species, C5H17N2O in total, with wB97M-V/def2-TZVPD.

Cartesian coordinates (Å):
1 O -2.31 1.93 1.56
2 N 0.86 -1.20 -0.03
3 N 0.34 1.37 0.60
4 C 1.44 2.35 0.70
5 C -0.31 -2.04 0.16
6 C 0.85 -0.27 -1.15
7 C -0.53 -3.08 -0.95
8 C -0.03 0.92 -0.78
9 H 0.65 0.44 0.97
10 H 1.88 0.04 -1.33
11 H 0.24 -3.84 -0.85
12 H -1.22 -1.48 0.31
13 H 1.58 2.61 1.74
14 H 1.17 3.23 0.15
15 H -2.97 2.30 0.97
16 H -0.47 1.62 1.18
17 H -2.65 1.95 2.46
18 H 0.07 1.75 -1.47
19 H 2.34 1.93 0.28
20 H -0.40 -2.62 -1.93
21 H 0.48 -0.71 -2.07
22 H -1.51 -3.53 -0.88
23 H -0.11 -2.59 1.09
24 H 1.71 -1.73 0.06
25 H -1.09 0.65 -0.77

## Properties
2S+1: 1
HOMO in eV: -13.0
Net charge: +1
Molecular weight in g mol⁻¹: 121.2
Frontier orbital gap in eV: 10.4

---

(b)
Computed, not measured: a cluster of 2 separate species, C5H17N2O in total, with wB97M-V/def2-TZVPD.

Cartesian coordinates (Å):
1 O -0.73 -2.05 3.85
2 N -0.84 0.72 -1.17
3 N 1.52 -0.51 -1.51
4 C -1.11 2.17 -1.08
5 C -0.16 0.23 0.02
6 C 1.35 0.28 -0.24
7 C 2.15 -0.42 0.85
8 C -2.06 -0.01 -1.50
9 H 1.18 -1.47 -1.43
10 H 2.00 -1.50 0.83
11 H -0.15 -1.77 4.56
12 H 3.20 -0.21 0.70
13 H -1.98 -0.70 -2.34
14 H 2.51 -0.63 -1.72
15 H -1.91 2.34 -0.36
16 H -0.15 2.67 -0.98
17 H -2.37 -0.65 -0.67
18 H -0.42 0.85 0.89
19 H -0.40 -0.81 0.22
20 H -2.93 0.63 -1.63
21 H -1.50 2.44 -2.06
22 H 1.82 0.02 1.78
23 H 1.03 -0.06 -2.29
24 H -1.54 -1.54 3.93
25 H 1.72 1.28 -0.44

## Properties
2S+1: 1
HOMO in eV: -12.8
Net charge: +1
Molecular weight in g mol⁻¹: 121.2
Frontier orbital gap in eV: 9.6

---

Pick (a): it beats the second-best structure by 0.885 eV.

---

(a)
Computed, not measured: a cluster of 2 separate species, C5H17N2O in total, with wB97M-V/def2-TZVPD.

Cartesian coordinates (Å):
1 O 1.09 -1.43 -2.19
2 N -1.76 -0.38 -1.46
3 N 0.07 0.71 0.68
4 C -1.36 0.55 0.82
5 C 2.24 -0.35 0.73
6 C 0.94 -0.13 1.52
7 C 0.55 2.10 0.54
8 C -1.92 -0.65 0.06
9 H 0.39 -1.04 1.71
10 H -2.99 -0.74 0.29
11 H -1.73 0.55 1.88
12 H 3.05 0.24 1.18
13 H 0.47 2.65 1.47
14 H 1.15 0.29 2.55
15 H 2.41 -1.43 0.81
16 H 1.49 -1.40 -1.33
17 H -1.42 -1.53 0.44
18 H -0.03 2.56 -0.28
19 H -1.87 1.46 0.47
20 H 0.88 -2.26 -2.63
21 H 1.60 2.15 0.29
22 H 2.09 -0.10 -0.30
23 H -1.92 -1.25 -1.98
24 H -0.79 -0.07 -1.65
25 H -2.40 0.35 -1.79

## Properties
2S+1: 1
HOMO in eV: -12.3
Net charge: +1
Molecular weight in g mol⁻¹: 121.2
Frontier orbital gap in eV: 9.0

---

(b)
Computed, not measured: a cluster of 2 separate species, C5H17N2O in total, with wB97M-V/def2-TZVPD.

Cartesian coordinates (Å):
1 O -1.16 -2.14 -2.72
2 N -1.02 2.80 2.73
3 N 1.07 -0.12 1.66
4 C -0.03 -1.56 -1.98
5 C 0.76 1.11 2.42
6 C -0.10 0.00 -2.04
7 C 1.23 -2.10 -2.59
8 C -0.72 1.39 2.25
9 H 0.81 0.46 -1.55
10 H 1.44 -1.63 -3.59
11 H 1.28 -3.21 -2.77
12 H -1.99 3.04 2.87
13 H -0.56 2.96 3.62
14 H 2.11 -0.23 1.73
15 H -0.99 0.46 -1.56
16 H -0.61 3.47 2.10
17 H 0.96 0.96 3.51
18 H 1.34 2.00 2.14
19 H -1.96 -1.66 -2.51
20 H 2.09 -1.82 -1.94
21 H -1.11 1.44 1.21
22 H -0.12 0.23 -3.15
23 H -1.38 0.73 2.80
24 H 0.81 0.04 0.60
25 H -0.06 -1.91 -0.89

## Properties
2S+1: 1
HOMO in eV: -12.6
Net charge: +1
Molecular weight in g mol⁻¹: 121.2
Frontier orbital gap in eV: 8.6

---

(c)
Computed, not measured: a structure of composition C5H17N2O, with wB97M-V/def2-TZVPD.

Cartesian coordinates (Å):
1 O 3.05 -1.64 -1.13
2 N -1.76 -0.10 -1.01
3 N 2.37 0.66 -0.10
4 C -0.20 1.11 1.07
5 C -0.71 -0.91 -0.38
6 C -0.33 -0.39 1.00
7 C -3.10 -0.40 -0.53
8 C 0.60 1.76 -0.09
9 H -3.91 0.03 -1.13
10 H 0.58 2.83 0.17
11 H -3.38 -1.45 -0.57
12 H 1.38 -1.12 1.67
13 H -1.69 -0.18 -2.00
14 H 2.81 -0.69 -1.02
15 H 0.74 -0.82 1.17
16 H 0.34 1.31 2.05
17 H -1.14 1.60 1.22
18 H 0.13 -0.60 -1.02
19 H 0.60 1.62 -1.16
20 H -3.25 -0.01 0.47
21 H -0.87 -1.98 -0.34
22 H 1.91 1.60 0.16
23 H 2.77 0.24 0.74
24 H -0.94 -0.74 1.84
25 H 4.00 -1.73 -1.08

## Properties
2S+1: 1
HOMO in eV: -13.5
Net charge: +1
Molecular weight in g mol⁻¹: 121.2
Frontier orbital gap in eV: 6.3

---

Pick (a): it beats the second-best structure by 0.497 eV.